{"formula": "C2H3F3", "method": "the ωB97M-V functional and the def2-TZVPD basis", "elements": ["F", "C", "C", "F", "F", "H", "H", "H"], "xyz": [[1.552487, 0.296190, -0.417594], [0.551163, -0.392260, 0.353882], [-0.599579, 0.317813, -0.344669], [-1.858902, -0.374282, -0.241039], [-0.666363, 1.485589, 0.182212], [0.593909, -0.377332, 1.575593], [0.551235, -1.517792, 0.193973], [-0.123950, 0.562077, -1.302359]], "forces_ev_per_a": [[0.574, -1.317, 2.070], [-0.201, -1.771, 1.200], [0.024, -2.907, 0.042], [2.264, 1.401, -0.535], [-1.583, 3.307, 1.972], [0.247, 1.064, -3.145], [0.346, 1.451, -0.565], [-1.672, -1.227, -1.040]], "mulliken_charge": [-0.284, -0.261, 0.283, -0.277, -0.220, 0.232, 0.266, 0.261], "homo_energy_ha": -0.449, "charge": 0, "mol_weight_g_mol": 84.04, "de_lowest_ev": 2.2155, "orbital_gap_ev": 13.29}

{"formula": "C2H3F3IN", "method": "the ωB97M-V functional and the def2-TZVPD basis", "elements": ["C", "C", "N", "F", "F", "F", "I", "H", "H", "H"], "xyz": [[0.085913, -0.136709, -0.462042], [0.516720, -0.644532, 0.956232], [0.363767, 1.140410, -0.860838], [-0.474537, -1.379124, 1.402310], [1.582822, -1.402700, 0.741987], [0.865112, 0.337252, 1.857902], [-0.527346, -1.617203, -1.808558], [-2.573326, 0.524117, 0.238300], [0.108839, 1.296768, -1.866171], [0.052036, 1.881724, -0.199122]], "forces_ev_per_a": [[-0.396, -0.314, 1.687], [-0.247, 1.814, -2.944], [-0.443, 0.888, -1.091], [-0.211, -0.563, 1.378], [0.861, -0.723, 0.943], [-0.680, -1.044, -1.007], [0.293, 0.533, 0.329], [0.101, -0.051, 0.005], [0.371, 0.177, 1.638], [0.352, -0.718, -0.938]], "mulliken_charge": [-0.359, 0.859, -0.478, -0.199, -0.217, -0.263, 0.104, 0.015, 0.273, 0.265], "homo_energy_ha": [-0.270, -0.368], "charge": 0, "mol_weight_g_mol": 224.95, "de_lowest_ev": 4.4833, "orbital_gap_ev": [6.73, 10.37]}

{"formula": "C2H3F3IN", "method": "the ωB97M-V functional and the def2-TZVPD basis", "elements": ["N", "C", "I", "C", "F", "F", "F", "H", "H", "H"], "xyz": [[0.197577, -0.049582, 0.438772], [-0.769707, 0.468202, -0.389419], [-2.727582, -0.430151, -0.019609], [-0.877689, 1.974178, -0.046083], [-1.969002, 2.589099, -0.547624], [-0.933018, 2.233789, 1.323591], [0.280509, 2.585887, -0.354257], [0.294533, -1.013853, 0.314976], [0.117815, 0.294984, 1.430605], [-0.693885, 0.396408, -1.502288]], "forces_ev_per_a": [[0.825, 1.440, 1.129], [-1.414, 1.853, -0.325], [-0.524, -0.173, -0.049], [-0.058, 0.788, 1.781], [1.311, -0.320, -0.293], [-0.471, -1.001, -0.906], [-0.679, 0.077, -1.153], [0.411, -1.538, 0.315], [0.086, -0.921, -1.570], [0.513, -0.206, 1.070]], "mulliken_charge": [-0.533, -0.458, 0.025, 0.713, -0.211, -0.276, -0.233, 0.267, 0.276, 0.431], "homo_energy_ha": -0.350, "charge": 0, "mol_weight_g_mol": 224.95, "de_lowest_ev": 0.1864, "orbital_gap_ev": 9.84}

{"formula": "C2H3F3N2O", "method": "the ωB97M-V functional and the def2-TZVPD basis", "elements": ["N", "C", "C", "F", "F", "F", "N", "O", "H", "H", "H"], "xyz": [[0.667063, -1.067640, -0.977518], [-0.344954, -0.549800, -0.713706], [-1.720122, -0.462626, -0.268013], [-1.944883, 0.147665, 0.864747], [-2.278579, -1.745710, -0.092527], [-2.512126, 0.071193, -1.230315], [1.707088, 0.733576, 0.453597], [0.389506, 1.074227, 0.664071], [1.606070, -0.024694, -0.335266], [2.040958, 0.198692, 1.300030], [2.389981, 1.625118, 0.334905]], "forces_ev_per_a": [[-1.335, 0.001, -0.769], [2.310, -0.670, 0.821], [-3.838, -1.454, -0.156], [0.358, 0.343, -0.042], [1.399, 1.153, -0.296], [0.747, 0.266, 0.327], [0.676, 1.051, 1.144], [0.521, 0.244, -0.215], [1.217, 0.982, 0.310], [-0.081, 0.742, -0.954], [-1.974, -2.659, -0.169]], "mulliken_charge": [-0.564, 0.262, 0.842, -0.176, -0.254, -0.239, -0.281, -0.621, 0.391, 0.318, 0.320], "homo_energy_ha": -0.358, "charge": 0, "mol_weight_g_mol": 128.05, "de_lowest_ev": 3.6914, "orbital_gap_ev": 10.20}

{"formula": "C2H3F3O", "method": "the ωB97M-V functional and the def2-TZVPD basis", "elements": ["C", "C", "F", "F", "O", "F", "H", "H", "H"], "xyz": [[1.065449, 0.074571, 0.104509], [-0.354492, -0.311204, -0.270316], [-0.659656, -0.312387, -1.596922], [-0.823806, -1.463624, 0.164096], [-1.014298, 0.768440, 0.454341], [-2.367329, 0.673790, 0.508070], [1.207173, 1.171973, -0.154884], [1.801770, -0.541431, -0.375805], [1.145191, -0.060128, 1.166909]], "forces_ev_per_a": [[-0.284, 0.922, -0.760], [-1.045, 1.768, 0.274], [0.418, 0.558, 0.582], [0.222, -0.800, 0.601], [2.332, -0.107, -0.664], [-1.885, -0.656, -0.339], [-0.091, -1.499, 0.273], [0.229, -0.231, -0.432], [0.106, 0.045, 0.465]], "mulliken_charge": [-1.138, 0.998, -0.262, -0.255, -0.153, -0.143, 0.291, 0.353, 0.310], "homo_energy_ha": -0.432, "charge": 0, "mol_weight_g_mol": 100.04, "de_lowest_ev": 3.5805, "orbital_gap_ev": 12.67}

{"formula": "C2H3F3S", "method": "the ωB97M-V functional and the def2-TZVPD basis", "elements": ["C", "C", "F", "F", "F", "S", "H", "H", "H"], "xyz": [[-0.888990, -0.854441, 0.083492], [0.598197, -0.438088, 0.194761], [1.351876, -0.479167, -0.880929], [1.393435, 1.981662, -0.516591], [1.163471, -0.143497, 1.292664], [-1.497869, 0.846893, 0.316997], [-1.346723, -1.517024, 0.924499], [-1.129810, -1.251523, -0.825065], [0.356413, 1.855187, -0.589824]], "forces_ev_per_a": [[1.497, 0.125, 4.163], [-3.689, -0.722, -1.268], [-0.734, 0.158, 1.711], [-3.464, -0.049, -0.383], [0.521, -0.215, -0.340], [1.408, 0.260, -0.607], [1.470, 0.998, -1.314], [-0.213, -1.012, -2.492], [3.205, 0.457, 0.531]], "mulliken_charge": [-0.155, 0.260, -0.123, -0.438, -0.124, -0.359, 0.256, 0.305, 0.378], "homo_energy_ha": -0.328, "charge": 0, "mol_weight_g_mol": 116.11, "de_lowest_ev": 3.3078, "orbital_gap_ev": 7.75}

{"formula": "C2H3FI2", "method": "the ωB97M-V functional and the def2-TZVPD basis", "elements": ["C", "C", "F", "I", "H", "H", "I", "H"], "xyz": [[0.016952, 1.019628, 1.582640], [-0.881216, 0.459018, 0.787719], [-2.111385, 0.119513, 1.114747], [-0.477350, 0.156308, -1.249042], [-0.182831, 1.370639, 2.541279], [1.108456, 1.137989, 1.307857], [-1.010025, -3.695904, -3.668561], [-0.624238, -2.922105, -5.059103]], "forces_ev_per_a": [[1.675, -0.391, -1.372], [1.312, 0.328, -0.598], [-0.406, 0.216, 0.342], [-0.097, -0.233, 0.186], [-0.742, 0.155, 1.646], [-1.746, -0.082, -0.197], [0.154, 0.315, -0.538], [-0.151, -0.309, 0.532]], "mulliken_charge": [-0.591, 0.218, -0.207, 0.085, 0.290, 0.206, -0.099, 0.099], "homo_energy_ha": -0.342, "charge": 0, "mol_weight_g_mol": 299.85, "de_lowest_ev": 0.6362, "orbital_gap_ev": 9.65}

{"formula": "C2H3FINO", "method": "the ωB97M-V functional and the def2-TZVPD basis", "elements": ["C", "C", "N", "O", "F", "I", "H", "H", "H"], "xyz": [[-0.111055, 0.587050, -0.101591], [-1.534092, 0.399858, -0.202498], [2.052527, -1.360049, -0.171084], [0.675010, 1.433745, -0.119238], [-1.871268, -0.882721, 0.162983], [3.241598, -0.003508, 0.432556], [-1.903667, 0.399700, -1.220804], [-1.949159, 0.917390, 0.556886], [1.400107, -1.491466, 0.662792]], "forces_ev_per_a": [[1.250, -1.728, 0.070], [0.286, -2.440, -1.956], [-2.459, -1.324, 0.781], [0.225, 1.764, -0.269], [0.112, -1.609, 0.446], [1.705, 1.268, 0.600], [-0.112, 1.309, -0.256], [-1.894, 2.866, 1.850], [0.887, -0.106, -1.266]], "mulliken_charge": [0.248, -0.080, -0.527, -0.336, -0.261, 0.234, 0.220, 0.232, 0.270], "homo_energy_ha": [-0.324, -0.304], "charge": 0, "mol_weight_g_mol": 202.95, "de_lowest_ev": 4.0262, "orbital_gap_ev": [8.46, 7.40]}

{"formula": "C2H3FINO", "method": "the ωB97M-V functional and the def2-TZVPD basis", "elements": ["C", "C", "N", "O", "F", "I", "H", "H", "H"], "xyz": [[-0.382615, 0.924854, 0.496132], [-0.539677, -0.550841, 0.680950], [-0.650427, 1.942568, -1.921814], [0.004655, 1.910942, 1.046840], [-0.498755, -1.309713, -0.502808], [-0.303651, 3.694472, -1.199389], [-1.410791, -0.699980, 1.264483], [0.380107, -0.958959, 1.380675], [0.169030, 1.493521, -2.423433]], "forces_ev_per_a": [[1.169, 2.073, -1.081], [3.670, -1.043, 1.229], [0.033, -2.407, -0.423], [-1.072, -3.016, -0.162], [-0.394, 1.324, 1.258], [0.547, 1.383, -0.184], [-1.230, -0.422, 0.170], [-2.043, 1.054, -1.748], [-0.680, 1.054, 0.942]], "mulliken_charge": [0.494, -0.229, -0.560, -0.377, -0.230, 0.199, 0.235, 0.228, 0.241], "homo_energy_ha": [-0.299, -0.316], "charge": 0, "mol_weight_g_mol": 202.95, "de_lowest_ev": 3.8989, "orbital_gap_ev": [7.43, 8.27]}

{"formula": "C2H3FIrLiO", "method": "the ωB97M-V functional and the def2-TZVPD basis", "elements": ["O", "C", "C", "Li", "H", "F", "H", "Ir", "H"], "xyz": [[1.125242, 0.568688, 0.045083], [0.321036, -0.530699, 0.123601], [-1.093391, -0.336815, -0.189169], [-0.049082, 2.037041, 0.433201], [0.645302, -1.347454, 0.778267], [-1.576503, 0.834301, 0.501099], [-1.554070, -0.244064, -1.178564], [2.860466, 0.570251, -0.036839], [-0.678999, -1.551253, -0.476679]], "forces_ev_per_a": [[-7.278, -0.261, 0.009], [-0.352, -0.718, 1.214], [0.135, 3.019, 0.142], [-0.680, 1.583, 0.407], [0.228, -0.076, -0.074], [0.561, -2.352, -0.627], [-0.640, -0.529, -0.463], [8.742, 0.000, -0.495], [-0.717, -0.666, -0.112]], "lowdin_spin": [0.447, 0.661, 0.647, 0.020, 0.041, 0.255, 0.062, 2.660, 0.205], "homo_energy_ha": [-0.931, -0.971], "charge": 3, "s_squared": 8.7574, "mol_weight_g_mol": 261.20, "de_lowest_ev": 1.2969, "orbital_gap_ev": [9.77, 7.66], "multiplicity": 6}

{"formula": "C2H3FKO2", "method": "the ωB97M-V functional and the def2-TZVPD basis", "elements": ["F", "H", "O", "C", "C", "O", "H", "H", "K"], "xyz": [[0.822405, 0.987595, -3.010076], [1.119136, 0.165333, -3.357447], [1.859243, -0.712244, 0.403854], [0.762218, -0.606304, 0.153791], [-0.693574, -0.225800, 0.411885], [-0.936181, -0.395074, 1.696002], [-1.246727, -0.899602, -0.275587], [-0.764121, 0.796601, -0.025187], [-0.922401, 0.889495, 4.002766]], "forces_ev_per_a": [[0.280, -0.653, -0.466], [-0.306, 0.707, 0.514], [4.986, 0.052, 2.969], [-4.997, -0.201, -5.036], [1.356, -0.387, 0.205], [-1.271, 0.837, 2.748], [-0.044, 0.225, 0.127], [-0.034, 0.019, -0.061], [0.031, -0.599, -0.998]], "lowdin_spin": [0.018, 0.010, 0.264, 0.500, 0.096, 0.058, 0.020, 0.012, 0.021], "homo_energy_ha": [-0.147, -0.272], "charge": 0, "s_squared": 0.7523, "mol_weight_g_mol": 117.14, "de_lowest_ev": 0.7067, "orbital_gap_ev": [2.91, 6.28], "multiplicity": 2}

{"formula": "C2H3FLiLuO", "method": "the ωB97M-V functional and the def2-TZVPD basis", "elements": ["H", "C", "C", "O", "Li", "Lu", "F", "H", "H"], "xyz": [[3.337073, 0.949885, -1.463620], [1.194072, -0.486726, 1.336789], [-0.148316, -0.384483, 0.733783], [-0.052006, 0.359806, -0.436213], [1.894012, 0.774192, -0.455535], [-1.457595, 0.841191, -1.970380], [1.148752, -1.181783, 2.432800], [-0.818712, 0.070412, 1.497093], [-0.530497, -1.417968, 0.580324]], "forces_ev_per_a": [[0.684, 0.091, -0.471], [0.304, -0.328, 0.609], [-0.813, -1.181, 1.703], [-1.636, 1.319, -3.131], [-0.288, -0.302, 0.992], [1.315, -0.528, 1.649], [0.105, 0.639, -0.984], [0.199, -0.046, -0.312], [0.130, 0.335, -0.054]], "mulliken_charge": [0.013, -0.410, 0.098, -0.394, 0.807, 1.250, -0.007, 0.325, 0.318], "homo_energy_ha": [-0.644, -0.625], "charge": 2, "mol_weight_g_mol": 243.95, "orbital_gap_ev": [6.91, 7.71]}